# 1
Computed, not measured: 5 unconnected molecules or ions with the total composition C43H80N4O12S, with wB97M-V/def2-TZVPD.

Structure (XYZ):
```
140
Properties=species:S:1:pos:R:3:forces:R:3
C -4.0242 4.5060 2.7212 -0.170 -0.270 -0.664
C -5.4669 4.9651 2.4912 0.593 0.707 0.198
C -5.9003 4.9997 1.0230 -0.355 0.096 0.952
N -6.6625 3.8183 0.5681 1.252 1.077 -1.183
C -5.8775 2.6826 0.1659 -2.238 -1.246 2.695
O -4.4443 2.7973 0.1304 0.061 0.275 -0.517
C -4.0025 3.2479 -0.9910 0.485 0.568 -1.239
N -3.6416 3.6446 -2.0182 -0.076 -0.245 0.753
C -6.0714 1.6298 1.3439 1.187 -0.393 -0.931
O -6.2285 1.8607 2.5047 -0.101 0.142 0.015
N -6.0360 0.3405 0.7735 -1.406 0.726 0.914
C -6.0881 0.4313 -0.6919 1.984 0.628 0.138
C -6.7303 -0.7040 -1.4801 -0.281 0.540 0.303
C -7.5469 -1.7079 -0.6614 0.078 -0.077 -0.988
O -6.8827 -2.4047 0.3646 -0.058 0.122 0.476
C -5.5871 -2.8765 0.0099 -0.344 -0.025 -0.187
C -5.2446 -4.1022 0.8384 -0.339 -0.585 0.036
O -4.2344 -4.9355 0.2417 -0.179 0.551 -0.348
C -3.1453 -4.2172 -0.2559 -1.400 -0.851 1.020
C -2.9637 -4.0852 -1.6009 -0.158 -0.203 -0.390
C -1.8974 -3.3409 -2.0269 0.059 0.235 -0.964
C -1.0194 -2.7201 -1.1612 0.575 0.471 -0.597
C 0.1163 -1.8825 -1.7601 0.178 -0.362 -0.753
C -0.5121 -0.7182 -2.5565 -0.049 -0.244 -0.311
C 0.8178 -2.7959 -2.8164 0.327 0.658 0.756
C 1.2213 -1.4801 -0.7538 -1.081 0.225 0.478
C 1.0945 -0.1524 0.0233 0.521 0.423 0.794
C -0.2878 0.1382 0.6406 0.356 -0.321 0.317
C 2.0756 -0.2767 1.2193 0.081 -0.457 -1.170
C 1.5679 1.0826 -0.7721 -1.054 -0.337 -0.298
C -1.2376 -2.9092 0.1742 0.689 0.537 1.001
C -2.2941 -3.6452 0.6376 0.083 -0.010 0.511
C -6.5901 1.8619 -0.8965 -1.506 0.001 -0.089
N -6.7666 2.4146 -2.2434 1.370 -0.349 0.411
C -6.0376 2.0019 -3.1253 -0.859 -0.085 -0.216
S -5.3026 1.3632 -4.3289 0.407 0.028 -0.323
H -3.5737 4.9589 3.5974 -0.075 -0.173 0.276
H -3.4148 4.8111 1.8686 0.101 0.153 -0.016
H -3.9547 3.4223 2.7447 0.084 -0.123 0.321
H -5.4977 6.0018 2.8330 -0.101 0.136 -0.032
H -6.1736 4.4395 3.1227 -0.132 -0.297 -0.120
H -6.5750 5.8451 0.9212 -0.205 -0.013 -0.164
H -5.0264 5.2418 0.4140 -0.007 -0.164 -0.228
H -7.2151 4.1423 -0.2169 0.001 -0.179 -0.200
H -6.8246 -0.1050 1.2372 0.369 -0.972 -0.225
H -5.0182 0.4971 -0.9313 -0.039 -0.407 -0.500
H -5.9690 -1.1560 -2.1035 0.092 -0.334 0.034
H -7.4316 -0.2436 -2.1787 -0.135 -0.107 -0.102
H -8.4091 -1.1698 -0.2723 -0.004 -0.147 0.600
H -7.9616 -2.4240 -1.3809 0.014 -0.107 -0.037
H -4.8801 -2.0595 0.1407 0.293 0.006 -0.135
H -5.6091 -3.2108 -1.0282 0.197 0.075 -0.219
H -5.0118 -3.8799 1.8799 0.247 0.246 0.010
H -6.1372 -4.7239 0.8531 -0.073 -0.081 0.045
H -3.6438 -4.5535 -2.2916 -0.132 -0.090 -0.123
H -1.7563 -3.2100 -3.0865 -0.020 -0.046 -0.218
H -1.3681 -0.2541 -2.0762 0.097 0.195 0.268
H 0.2041 0.0399 -2.8568 0.172 0.097 0.147
H -0.8936 -1.1355 -3.4876 -0.156 0.037 -0.088
H 0.2267 -2.9208 -3.7148 -0.106 -0.250 -0.061
H 1.0537 -3.7463 -2.3468 0.070 -0.245 -0.184
H 1.7517 -2.3043 -3.0841 0.090 -0.095 -0.275
H 1.2495 -2.2661 0.0028 0.224 -0.190 -0.059
H 2.1931 -1.4839 -1.2412 0.081 0.056 -0.116
H -1.1320 -0.2432 0.0781 -0.096 0.209 -0.211
H -0.3939 1.2036 0.8309 -0.119 0.157 -0.146
H -0.3209 -0.3333 1.6225 -0.246 -0.100 0.073
H 1.7530 -1.0763 1.8825 0.031 0.128 0.328
H 2.2033 0.6842 1.7078 -0.073 -0.039 0.356
H 3.0274 -0.5905 0.7854 0.297 0.110 0.257
H 0.6971 1.5167 -1.2536 -0.069 0.201 -0.306
H 1.9227 1.8425 -0.0812 0.352 0.064 -0.081
H 2.2775 0.8400 -1.5595 0.385 0.062 0.184
H -0.5927 -2.4491 0.9046 0.147 0.020 0.059
H -2.4758 -3.7724 1.6905 0.030 -0.019 0.243
H -7.6056 1.8201 -0.4869 -0.122 0.261 0.024
C 4.3815 -3.3669 4.0727 -0.103 -0.001 -0.044
O 4.5501 -2.4387 3.0149 0.108 -0.058 0.132
C 5.0054 -1.1684 3.4546 -0.087 -0.097 -0.421
C 6.4930 -1.0028 3.2260 0.109 0.229 0.399
O 7.2626 -1.8895 4.0297 -0.198 -0.104 -0.286
C 7.7119 -3.0249 3.3086 0.103 -0.009 0.081
H 4.2903 -4.3595 3.6346 -0.031 0.025 -0.053
H 5.2331 -3.3638 4.7573 0.005 0.013 0.005
H 3.4665 -3.1434 4.6314 0.042 -0.019 0.079
H 4.7523 -1.0081 4.5058 0.018 0.006 0.021
H 4.4747 -0.4178 2.8607 0.019 0.050 0.045
H 6.7779 0.0137 3.5159 -0.013 0.022 -0.058
H 6.7355 -1.1330 2.1672 -0.038 -0.040 -0.015
H 8.5523 -2.7527 2.6615 -0.022 -0.051 -0.054
H 6.9146 -3.4638 2.7055 -0.013 0.019 -0.003
H 8.0528 -3.7655 4.0314 0.027 0.044 0.035
C 7.7547 -1.4447 -3.5730 0.065 -0.003 -0.056
O 7.4524 -0.1677 -4.1065 -0.087 -0.105 0.139
C 6.1025 -0.0455 -4.5272 0.252 0.282 -0.096
C 5.2619 0.6864 -3.5037 -0.359 -0.250 -0.034
O 5.1365 -0.0558 -2.2997 0.186 0.061 0.014
C 6.0057 0.4052 -1.2801 -0.109 -0.028 0.097
H 8.7049 -1.3704 -3.0464 0.024 0.045 -0.048
H 6.9901 -1.7834 -2.8702 -0.020 0.004 -0.013
H 7.8567 -2.1782 -4.3801 -0.029 -0.057 0.046
H 5.6743 -1.0283 -4.7455 -0.033 -0.009 0.049
H 6.1095 0.5357 -5.4544 -0.059 -0.022 -0.014
H 4.2520 0.8106 -3.9084 0.016 0.051 -0.029
H 5.6702 1.6817 -3.3063 0.065 -0.013 -0.008
H 5.6167 1.3313 -0.8424 0.074 0.028 0.016
H 7.0171 0.5762 -1.6549 -0.005 0.011 -0.019
H 6.0436 -0.3594 -0.5046 -0.064 -0.015 -0.008
C -6.0326 4.8217 -8.3156 -0.027 -0.038 -0.061
O -4.8402 4.1533 -8.6853 -0.053 0.117 0.118
C -3.7289 5.0273 -8.8142 0.063 -0.372 -0.118
C -2.8380 4.9830 -7.5914 0.059 0.406 0.068
O -3.4938 5.4973 -6.4453 -0.150 -0.149 -0.062
C -3.9923 4.4800 -5.5901 0.125 0.046 0.073
H -6.7494 4.0699 -7.9882 0.022 -0.044 -0.045
H -5.8665 5.5267 -7.4981 0.021 0.008 -0.005
H -6.4509 5.3549 -9.1765 -0.029 0.056 0.045
H -4.0614 6.0508 -9.0110 0.000 0.024 0.055
H -3.1539 4.6846 -9.6802 0.024 0.056 -0.006
H -1.9662 5.6201 -7.7727 0.028 -0.050 -0.039
H -2.4802 3.9645 -7.4113 -0.051 -0.031 -0.025
H -3.1722 4.0357 -5.0169 -0.090 -0.073 0.035
H -4.5121 3.6990 -6.1488 0.011 0.014 -0.050
H -4.6939 4.9378 -4.8944 0.058 0.051 0.024
C 8.1169 -3.4607 9.1956 0.085 0.012 -0.011
O 8.3255 -2.3720 8.3157 -0.167 -0.134 0.089
C 7.5217 -2.4393 7.1431 0.382 0.292 0.064
C 6.3152 -1.5363 7.2515 -0.289 -0.255 -0.096
O 5.4156 -1.9728 8.2626 0.155 0.067 0.110
C 5.5355 -1.2365 9.4662 -0.097 -0.014 -0.021
H 8.5578 -3.2032 10.1577 0.051 0.026 -0.029
H 7.0544 -3.6682 9.3418 -0.007 -0.006 -0.021
H 8.6128 -4.3593 8.8115 -0.058 -0.050 0.035
H 7.2176 -3.4714 6.9392 -0.066 0.001 0.041
H 8.1399 -2.0986 6.3115 -0.055 -0.009 -0.049
H 5.7720 -1.5734 6.3066 0.042 0.030 -0.045
H 6.6224 -0.5004 7.4253 0.058 -0.014 0.043
H 5.0592 -0.2556 9.3588 0.058 0.038 0.056
H 6.5792 -1.1036 9.7589 0.009 0.013 -0.019
H 5.0204 -1.7912 10.2493 -0.046 -0.013 -0.037
```
Forces are in eV/Å.

Summary:
E_HOMO (eV): -8.844
Kohn-Sham gap (eV): 8.93

---

# 2
Computed, not measured: C10H15IO8S in the gas phase, with wB97M-V/def2-TZVPD.

Structure (XYZ):
```
35
Properties=species:S:1:pos:R:3:forces:R:3
O 0.0258 3.3180 1.8908 0.968 -0.367 -0.325
C 1.0506 3.0800 1.2977 -1.422 0.590 0.778
O 1.7953 1.9909 1.5255 -0.204 -0.033 -0.169
C 2.4761 1.5313 0.3524 -0.062 0.025 -0.243
C 1.5055 0.9248 -0.6744 0.691 0.274 -0.223
C 1.8821 -0.4919 -1.1503 -0.664 0.452 -0.121
C 0.8013 -1.5606 -1.0034 0.730 -0.276 0.307
C 0.2474 -1.8169 0.3890 0.896 -0.597 -0.157
I 1.8591 -1.7602 1.9104 0.201 0.281 -0.162
O -0.1721 -3.1780 0.4262 -0.833 0.926 0.962
S -1.1315 -3.3422 1.7473 -1.437 -1.903 -0.153
O -0.5143 -3.9924 2.8407 1.013 0.758 0.188
O -2.2954 -4.0108 1.2779 -0.353 0.695 -0.538
O -1.4003 -1.8026 2.0487 0.974 -0.346 -0.263
C -0.8937 -0.9700 0.9443 -0.283 -0.709 0.540
C -2.1408 -0.7416 0.1107 0.297 0.657 -0.195
C -2.0347 0.2615 -1.0158 -0.518 -0.092 -0.329
O -2.4202 1.5719 -0.5300 1.028 0.032 0.173
C -1.8124 2.5405 -1.2633 -0.516 0.527 -1.845
O -1.9822 2.6847 -2.4538 0.252 -0.422 1.235
H 1.4078 3.7902 0.5352 0.399 -0.280 -0.163
H 2.9988 2.3755 -0.0879 0.216 0.139 -0.054
H 3.2037 0.7948 0.6583 0.126 -0.044 0.345
H 0.4952 1.0147 -0.2938 -0.149 -0.165 0.184
H 1.5566 1.5792 -1.5399 -0.293 0.130 -0.208
H 2.7988 -0.8020 -0.6666 0.108 -0.221 0.169
H 2.1051 -0.4344 -2.2095 0.102 -0.091 -0.234
H 0.0018 -1.4223 -1.7210 -0.364 0.131 0.002
H 1.2677 -2.4998 -1.2837 0.040 -0.250 -0.076
H -0.4079 -0.1104 1.3880 -0.552 0.504 0.143
H -2.5314 -1.6918 -0.2323 0.099 -0.270 -0.211
H -2.8879 -0.3501 0.7920 -0.151 0.014 0.213
H -1.0443 0.3442 -1.4432 0.209 -0.078 -0.026
H -2.6866 -0.0326 -1.8299 -0.250 0.071 -0.145
H -1.1229 3.2084 -0.7363 -0.297 -0.060 0.602
```
Forces are in eV/Å.

Summary:
E_HOMO (eV): -10.006
Kohn-Sham gap (eV): 9.81
Relative energy (zero: lowest compared OMol25 entry of this formula, charge and spin) (eV): 0.000

---

# 3
Computed, not measured: a molecular structure, C21H31Cl5NiP2, with wB97M-V/def2-TZVPD.

Structure (XYZ):
```
60
Properties=species:S:1:pos:R:3:forces:R:3
P -0.1146 -2.0001 -2.3668 1.854 -2.758 2.178
P 0.5739 1.8937 -1.8722 -1.760 -0.128 -2.431
C -0.3098 -0.4730 -3.2899 -0.877 1.209 -0.726
C 0.7766 0.6467 -3.1833 0.103 -0.690 -0.590
H -1.3080 -0.0717 -3.0448 0.420 -0.084 -0.393
H -0.3773 -0.7957 -4.3427 0.084 0.087 0.203
H 1.7862 0.2108 -3.1521 -0.340 0.064 0.117
H 0.7174 1.2238 -4.1194 0.115 -0.071 0.221
C -0.6214 3.0324 -2.6196 0.459 0.564 -0.386
H -0.7433 3.9157 -1.9798 -0.039 -0.178 -0.140
H -1.5926 2.5375 -2.7432 0.363 0.090 0.068
H -0.2559 3.3493 -3.6028 -0.170 0.098 0.145
C 2.1135 2.7627 -1.6411 0.548 0.353 0.290
H 2.2569 3.4159 -2.5179 -0.142 -0.226 0.279
H 2.9689 2.0748 -1.5808 -0.387 0.184 0.100
H 2.0845 3.3914 -0.7398 0.002 -0.198 -0.229
C -1.6484 -2.9901 -2.7572 -0.809 0.222 -1.835
H -1.6653 -3.8998 -2.1339 0.220 0.501 -0.200
H -1.6086 -3.2860 -3.8168 -0.371 -0.151 0.138
H -2.5889 -2.4440 -2.6092 0.180 -0.333 -0.158
C 1.0625 -3.0463 -3.3095 -0.340 -0.127 -0.727
H 1.9575 -2.4561 -3.5490 -0.231 -0.227 0.100
H 0.5849 -3.3745 -4.2405 0.235 -0.135 0.093
H 1.3528 -3.9271 -2.7182 -0.140 0.318 -0.181
Ni 1.4873 -0.4480 3.7638 -0.133 -0.544 -0.568
C -0.4186 1.2460 -0.5744 1.182 -0.263 2.502
C -1.6132 0.4695 -0.9955 -0.039 1.394 0.171
C -2.0783 -0.8006 -0.4428 -0.445 -1.447 0.350
C -1.1506 -1.8523 0.2615 -0.837 0.474 0.622
C -0.0448 -2.4172 -0.5827 -1.548 -1.519 -0.726
C 1.1545 -1.7017 -1.0678 1.941 3.016 -0.206
C 1.6291 -0.4258 -0.3727 0.468 -0.507 0.721
C 0.6656 0.5522 0.3305 -0.099 0.162 0.343
C 0.8625 -2.1182 3.2119 -0.011 -1.034 -0.195
H -0.7466 2.1539 -0.0094 0.073 -0.363 -0.217
H -2.3804 1.0581 -1.5369 0.441 -0.460 0.350
H -2.5093 -1.3290 -1.3111 -0.219 0.266 0.580
H -2.9449 -0.6263 0.2274 0.283 0.099 -0.143
H -0.8211 -1.4722 1.2352 -0.007 -0.215 -0.179
H -1.8221 -2.7043 0.5106 0.317 0.566 -0.177
H 0.0837 -3.5009 -0.4445 0.019 0.362 0.309
H 2.0304 -2.3321 -1.2449 -0.187 0.036 0.335
H 2.2673 0.1167 -1.0879 -0.018 0.008 0.199
H 2.3259 -0.7428 0.4206 -0.152 0.262 0.012
H 0.1838 0.1311 1.2232 0.352 0.010 -0.261
H 1.3278 1.3533 0.7335 -0.520 -0.318 -0.142
H 1.4001 -2.7862 3.9227 -0.363 -0.152 -0.541
H 1.1510 -2.3337 2.1693 -0.155 -0.419 0.208
H -0.2283 -2.2050 3.3590 0.401 -0.159 -0.118
Cl -2.2958 -0.0059 3.4134 -0.369 -0.399 -0.275
C -1.2417 1.0095 4.3128 0.796 1.979 1.484
C 0.1245 0.8260 4.2842 -0.238 -0.241 -0.899
C 0.9856 1.7128 4.8752 -1.594 0.886 0.748
Cl 2.6601 1.2386 4.5525 0.728 1.502 0.827
C 0.5269 2.7903 5.6429 -0.379 -0.685 -0.473
Cl 1.6243 3.8253 6.4472 0.247 0.358 0.203
C -0.8832 2.9753 5.7483 0.711 -1.092 -0.696
Cl -1.4968 4.2537 6.6941 -0.179 0.393 0.256
C -1.7636 2.0926 5.0818 1.148 -0.620 -0.496
Cl -3.4523 2.3070 5.1796 -0.597 0.282 0.153
```
Forces are in eV/Å.

Summary:
2S+1: 3
<S²>: 2.0148
E_HOMO (alpha / beta) (eV): -4.905 / -5.675
Kohn-Sham gap (alpha / beta) (eV): 4.43 / 5.01
Relative energy (zero: lowest compared OMol25 entry of this formula, charge and spin) (eV): 0.000